Record 1
83
Properties=species:S:1:pos:R:3 method="wB97M-V/def2-TZVPD" lumo_energy_ev=-1.4 smiles="CC[C@@H](Cl)C1=C(Cl)C(=O)C(CCC(F)(F)F)=C(P(O)Br)C1=O.O=C1OC[C@@H](F)O1.O=C1OC[C@@H](F)O1.O=C1OC[C@@H](F)O1.O=C1OC[C@@H](F)O1.O=C1OC[C@@H](F)O1" energy_ha=-7033.53916 largest_force_ha_per_bohr=0.053 relative_energy_ev=0.921 charge=0
C -1.1309 6.9667 -3.5214
C 0.3140 7.0749 -2.9863
C 0.4813 6.8426 -1.4576
Cl -1.1453 6.9640 -0.6212
C 1.0604 5.4930 -1.0769
C 1.4908 5.2936 0.1466
Cl 1.4535 6.5084 1.3798
C 2.0269 3.9269 0.5206
O 2.9556 3.7842 1.2249
C 1.2755 2.7702 -0.1078
C 1.0025 1.4952 0.6464
C 2.2138 0.9515 1.4378
C 1.7613 -0.2096 2.3234
F 1.5144 0.2250 3.5591
F 2.6842 -1.1520 2.4217
F 0.6430 -0.8055 1.8978
C 0.8510 2.9571 -1.3316
P -0.1050 1.7024 -2.2831
O -0.9163 2.6460 -3.3774
Br 1.3655 0.4401 -3.4443
C 1.1574 4.3031 -1.9857
O 1.4783 4.3196 -3.1226
H -1.6160 6.0278 -3.2533
H -1.0810 7.0044 -4.6173
H -1.7163 7.8388 -3.2385
H 0.5864 8.1234 -3.1560
H 1.0060 6.4887 -3.5887
H 1.0691 7.6397 -1.0133
H 0.6356 0.6929 0.0084
H 0.2039 1.6894 1.3772
H 2.9329 0.5278 0.7319
H 2.6730 1.6725 2.1085
H -0.5310 2.4735 -4.2529
O 3.9320 -3.7752 -5.4729
C 3.9260 -3.4292 -4.3431
O 4.5167 -4.1084 -3.3221
C 4.4063 -3.3011 -2.1490
C 3.2242 -2.4272 -2.4776
F 3.3379 -1.1987 -1.9096
O 3.3166 -2.2921 -3.8815
H 5.3223 -2.7224 -2.0175
H 4.2451 -3.9145 -1.2652
H 2.2564 -2.8595 -2.2154
O -4.0151 -4.8814 2.3151
C -2.9070 -4.5704 2.5967
O -2.5557 -3.8947 3.7185
C -1.1260 -3.8354 3.7554
C -0.7690 -4.0093 2.3040
F 0.4113 -4.6588 2.1573
O -1.8115 -4.8419 1.8226
H -0.7435 -4.6481 4.3751
H -0.7820 -2.8879 4.1633
H -0.7484 -3.0817 1.7295
O -3.2522 -7.1320 -3.6587
C -2.5578 -7.1998 -2.7046
O -2.8905 -7.8417 -1.5502
C -1.7431 -7.8146 -0.6990
C -0.9859 -6.6283 -1.2318
F 0.3552 -6.7954 -1.0984
O -1.3134 -6.6360 -2.6069
H -1.1835 -8.7450 -0.8104
H -2.0304 -7.6971 0.3438
H -1.2797 -5.6730 -0.7927
O -7.2959 -10.7890 3.5299
C -7.0006 -9.7133 3.1343
O -5.8113 -9.4061 2.5495
C -5.8967 -8.0537 2.0920
C -6.9739 -7.4873 2.9782
F -7.6929 -6.5330 2.3410
O -7.8053 -8.6106 3.2111
H -6.1796 -8.0435 1.0381
H -4.9454 -7.5392 2.2070
H -6.6154 -7.0944 3.9315
O 2.5463 9.4476 -0.7294
C 2.8595 9.8944 0.3237
O 3.4473 11.1040 0.5001
C 3.5381 11.3343 1.9081
C 3.4945 9.9331 2.4585
F 2.8902 9.8944 3.6701
O 2.6813 9.2549 1.5167
H 2.6863 11.9326 2.2352
H 4.4567 11.8588 2.1606
H 4.4667 9.4405 2.5215

=====

Record 2
73
Properties=species:S:1:pos:R:3 method="wB97M-V/def2-TZVPD" lumo_energy_ev="1.7 / 1.6" s2=6.009 energy_ha=-4048.81847 largest_force_ha_per_bohr=0.009 relative_energy_ev=0.000 spin_multiplicity=5 charge=-1
Ru 0.1001 -0.2445 0.1820
O -1.8761 4.1917 4.5034
C -1.7490 4.8140 3.4286
O -1.9403 6.0035 3.1574
C -1.3069 3.9183 2.2761
C 0.0391 3.8504 1.9092
C 0.4399 2.9290 0.9698
N -0.3998 2.0629 0.3934
C -1.7029 2.1756 0.6853
C -2.1922 3.0990 1.5888
C -2.6103 1.1369 0.0348
O -3.7244 1.4604 -0.3391
O -2.0790 -0.0330 -0.0985
H 0.7623 4.5055 2.3758
H 1.4823 2.8403 0.6807
H -3.2545 3.1299 1.7866
N -0.5090 -0.2495 -7.1317
C -0.6012 0.8363 -6.3162
O -0.9425 1.9282 -6.7302
C -0.2463 0.6192 -4.8655
C -0.4017 1.6900 -3.9902
C -0.0812 1.4941 -2.6596
N 0.3709 0.3310 -2.1815
C 0.5295 -0.7115 -3.0145
C 0.2286 -0.5873 -4.3642
H -0.8434 -0.1350 -8.0732
H -0.3988 -1.1783 -6.7743
H -0.7715 2.6388 -4.3446
H -0.1997 2.2862 -1.9273
H 0.1672 -2.4680 -1.9068
H 0.3845 -1.4468 -4.9992
C -2.6823 0.9819 4.8422
C -2.9116 0.0318 3.6814
N -1.6820 -0.1336 2.9275
C -0.4428 0.2432 3.3332
N 0.5314 0.2359 2.4591
C 1.8832 0.5538 2.8818
C 1.9129 1.4291 4.1259
C 1.0269 0.8007 5.1852
N -0.2995 0.6006 4.6431
C -1.4211 0.5466 5.5616
H -3.5358 0.9601 5.5205
H -2.5437 2.0093 4.4922
H -3.6741 0.4216 3.0018
H -3.2581 -0.9460 4.0433
H -1.7858 -0.3740 1.9501
H 2.3780 1.0761 2.0567
H 2.4546 -0.3709 3.0423
H 1.5170 2.4189 3.8885
H 2.9329 1.5444 4.4973
H 0.9342 1.4542 6.0557
H 1.4588 -0.1522 5.5279
H -1.1972 1.2263 6.3865
H -1.5343 -0.4660 5.9802
F 0.0806 -3.3852 0.2038
C 0.5742 -2.2797 0.9132
F 1.9765 -2.4907 0.9118
H 0.2833 -2.4831 1.9587
C 0.4682 -4.3121 -4.5853
Ge 1.8322 -3.3778 -3.5242
C 3.2140 -2.6227 -4.6951
C 2.6438 -4.6506 -2.2876
C 1.0094 -1.9843 -2.4106
H 0.9217 -5.1035 -5.1816
H -0.0780 -3.6520 -5.2572
H -0.2554 -4.7658 -3.9091
H 3.6349 -3.3992 -5.3342
H 4.0185 -2.2091 -4.0887
H 2.8313 -1.8252 -5.3294
H 3.3372 -5.3111 -2.8067
H 1.8735 -5.2513 -1.8095
H 3.1788 -4.1218 -1.5015
H 1.7200 -1.7542 -1.6062